1.
{
  "formula": "C24H22MnN4O2Se",
  "method": "wB97M-V/def2-TZVPD",
  "species": ["Se", "Mn", "O", "O", "N", "N", "N", "N", "C", "C", "C", "C", "C", "C", "C", "C", "C", "C", "C", "C", "C", "C", "C", "C", "C", "C", "C", "C", "C", "C", "C", "C", "H", "H", "H", "H", "H", "H", "H", "H", "H", "H", "H", "H", "H", "H", "H", "H", "H", "H", "H", "H", "H", "H"],
  "xyz": [[1.7856, -1.0112, -2.2302], [1.4742, -0.3248, 0.4104], [3.3510, -0.0269, 1.1174], [0.5825, 1.5544, 0.3889], [-0.6612, -0.6340, -3.6998], [1.4604, -2.0915, 1.7435], [-0.6263, -1.0121, 0.5643], [-0.3465, 0.8986, -2.1895], [-3.8874, 1.1203, -4.2400], [5.8020, -0.1871, 3.7430], [-2.9266, 0.1578, -4.5091], [-2.5573, 2.1038, -2.4588], [-0.4549, -1.7747, -4.5657], [-0.6111, 1.9731, 0.7132], [5.2836, -1.1818, 4.5877], [-1.5913, 1.1480, -2.7372], [4.1074, -1.7885, 4.2323], [0.2863, -2.9551, 1.7029], [5.1522, 0.1802, 2.5936], [-3.7077, 2.0687, -3.2304], [-0.8378, 3.3623, 0.8130], [-1.6509, -0.3239, 0.8575], [-2.9904, 1.6745, 1.1822], [3.4141, -1.4476, 3.0519], [-2.0844, 3.8765, 1.0882], [-3.1844, 3.0331, 1.2698], [0.1831, -0.2073, -2.7307], [3.9286, -0.4236, 2.1974], [-0.6892, -2.4582, 0.6278], [-1.7803, 0.1883, -3.7293], [-1.7292, 1.1159, 0.9094], [2.2122, -2.1781, 2.7796], [5.8019, -1.4605, 5.4956], [0.0165, 4.0104, 0.6622], [-3.8264, 0.9981, 1.3287], [-2.5848, -0.8474, 1.0988], [6.7320, 0.3044, 4.0056], [0.4385, -2.2970, -4.2360], [-1.3134, -2.4430, -4.5015], [-4.7997, 1.1346, -4.8219], [-4.4876, 2.7968, -3.0469], [-2.2124, 4.9502, 1.1548], [0.0549, 1.3207, -1.3388], [-3.0707, -0.5850, -5.2828], [-1.7019, -2.8190, 0.8421], [5.5475, 0.9519, 1.9451], [-0.2091, -2.9827, 2.6794], [3.6864, -2.5637, 4.8651], [0.5839, -3.9783, 1.4557], [-0.3843, -2.8467, -0.3459], [1.9300, -2.8922, 3.5640], [-0.3253, -1.4501, -5.5982], [-2.4202, 2.8284, -1.6657], [-4.1620, 3.4409, 1.4873]],
  "lumo_ev": [0.319, 0.211],
  "spin_multiplicity": 6,
  "homo_ev": [-7.25, -7.40]
}


2.
{
  "formula": "C24H22N10O4PSeTi",
  "method": "wB97M-V/def2-TZVPD",
  "species": ["Se", "Ti", "P", "O", "O", "O", "O", "N", "N", "N", "N", "N", "N", "N", "N", "N", "N", "C", "C", "C", "C", "C", "C", "C", "C", "C", "C", "C", "C", "C", "C", "C", "C", "C", "C", "C", "C", "C", "C", "C", "C", "H", "H", "H", "H", "H", "H", "H", "H", "H", "H", "H", "H", "H", "H", "H", "H", "H", "H", "H", "H", "H", "H"],
  "xyz": [[10.4147, 11.1554, 5.8982], [9.7688, 8.7365, 10.4302], [9.2050, 8.8570, 14.0892], [7.9887, 11.2707, 7.5254], [8.7256, 10.2155, 9.4813], [10.0414, 6.7558, 10.3400], [9.4850, 4.6980, 9.6416], [10.1093, 10.5486, 7.6698], [7.9269, 8.2247, 11.6073], [8.8722, 7.9384, 8.5421], [9.8122, 10.5380, 11.9516], [6.8454, 7.5273, 13.3596], [11.4747, 7.2261, 14.2165], [11.0533, 7.9999, 12.2136], [12.1329, 10.7685, 5.9169], [9.1345, 11.6717, 13.7231], [11.5338, 9.3724, 9.2095], [13.7005, 9.7341, 7.4077], [8.2269, 6.0237, 7.2803], [10.6947, 8.0698, 13.4823], [9.9166, 11.8271, 11.6236], [8.8692, 6.6357, 8.3783], [8.7166, 10.2162, 8.1719], [7.6956, 6.9190, 6.3320], [9.4857, 5.8927, 9.5052], [12.8438, 8.9210, 9.4999], [8.3801, 8.8076, 7.6640], [12.1518, 7.1992, 12.1318], [13.8749, 9.0243, 8.5816], [9.4900, 12.5518, 12.7080], [6.7310, 7.7864, 11.2034], [7.8187, 8.3128, 6.5019], [11.2970, 9.9746, 8.0531], [12.4502, 6.7065, 13.3727], [11.5680, 7.1422, 15.7390], [6.5999, 7.1681, 14.7195], [8.4554, 12.1061, 14.9625], [6.0033, 7.3712, 12.2662], [9.3886, 10.4410, 13.2053], [7.9909, 8.0327, 12.9280], [12.3936, 10.1244, 7.0654], [13.0139, 8.5528, 10.4810], [12.5745, 6.9464, 11.1832], [8.5277, 13.1847, 14.9407], [6.1227, 6.2098, 14.7795], [7.5648, 7.2274, 15.1673], [9.0946, 11.8728, 15.8055], [10.1218, 12.1372, 10.6322], [9.4989, 13.6572, 12.8519], [11.3348, 8.0350, 16.3019], [7.5753, 8.9797, 5.6490], [6.5131, 7.7353, 10.1175], [10.8922, 6.4391, 16.2167], [7.3515, 6.5393, 5.4117], [7.4353, 11.7139, 8.1988], [14.4194, 9.8164, 6.5955], [7.4057, 11.6281, 15.1539], [4.9626, 6.9863, 12.3342], [13.1721, 6.0459, 13.7961], [5.9173, 7.9470, 15.1069], [8.2065, 4.9017, 7.2298], [12.6054, 6.9524, 15.9431], [14.8693, 8.6981, 8.9394]],
  "lumo_ev": [-2.422, -3.265],
  "spin_multiplicity": 3,
  "charge": 1,
  "homo_ev": [-9.20, -11.30]
}


3.
{
  "formula": "C24H22N2O2",
  "method": "wB97M-V/def2-TZVPD",
  "species": ["O", "O", "N", "N", "C", "C", "C", "C", "C", "C", "C", "C", "C", "C", "C", "C", "C", "C", "C", "C", "C", "C", "C", "C", "C", "C", "C", "C", "H", "H", "H", "H", "H", "H", "H", "H", "H", "H", "H", "H", "H", "H", "H", "H", "H", "H", "H", "H", "H", "H"],
  "xyz": [[-0.5420, 1.9028, -2.4338], [1.1413, -1.8830, 1.0910], [2.4612, -2.2609, -0.7315], [-1.3878, 0.3371, -0.9969], [-5.5425, 4.2736, 0.9903], [-4.0664, 4.0090, 0.8840], [0.7595, -0.0600, -1.8007], [7.4047, -4.1769, 1.3575], [-2.9721, 4.7200, 1.2890], [-3.8046, 0.3609, -1.0011], [-6.2211, 3.0390, 0.3441], [-0.4500, 0.8736, -1.8068], [3.6570, -2.7366, -0.1735], [6.1004, -3.6809, 0.8123], [-1.0136, -0.9211, -0.3886], [3.8350, -2.9232, 1.1934], [4.7057, -3.0281, -1.0407], [-3.8733, 2.7754, 0.2404], [-2.6128, 0.9689, -0.6768], [5.0451, -3.3891, 1.6690], [-5.0876, 2.1557, -0.0951], [-2.6092, 2.2266, -0.0200], [-1.6923, 4.1823, 1.0490], [0.2815, -1.3379, -1.0979], [5.9104, -3.4940, -0.5501], [-5.0549, 0.9374, -0.7141], [1.3252, -1.8591, -0.1045], [-1.5001, 2.9786, 0.4203], [-5.8408, 4.3934, 2.0335], [5.1731, -3.5289, 2.7326], [1.5577, 0.4355, -1.2423], [-1.8084, -1.6619, -0.5058], [1.1088, -0.2200, -2.8201], [8.0976, -4.4164, 0.5550], [2.4817, -2.1758, -1.7387], [6.7132, -3.7135, -1.2391], [-0.8245, -0.7891, 0.6850], [-5.9575, 0.4145, -0.9938], [7.8603, -3.4189, 1.9940], [-3.0666, 5.6736, 1.7876], [-3.7821, -0.5940, -1.5068], [0.0787, -2.1226, -1.8326], [-0.8314, 4.7461, 1.3787], [-5.8080, 5.1938, 0.4667], [7.2498, -5.0685, 1.9634], [4.5769, -2.8871, -2.1054], [-0.4996, 2.6084, 0.2589], [-6.8410, 3.3245, -0.5077], [-6.8641, 2.5183, 1.0563], [3.0295, -2.7015, 1.8725]],
  "lumo_ev": 0.574,
  "smiles": "Cc1ccc(NC(=O)[C@@H]2CC(=O)N(c3ccc4c5c(cccc35)CC4)C2)cc1",
  "homo_ev": -7.82,
  "de_lowest_kcal_mol": 0.00
}


no.,calculated total energy (eV)
1,-131970.39893
2,-146084.11834
3,-32322.19514